Entry 1:
The following is a DFT calculation (ωB97M-V/def2-TZVPD) of a molecular structure, ClFe.

XYZ file:
```
2
Properties=species:S:1:pos:R:3:forces:R:3:lowdin_charge:R:1
Fe 1.205685 -0.337940 0.314030 -2.13 0.60 -0.55 0.47
Cl -1.205685 0.337940 -0.314030 2.13 -0.60 0.55 -0.47
```
Forces are in eV/Å.

Energy above the lowest of the compared OMol25 structures with the same formula, charge and spin (eV): 0.365
F_max (Eh/bohr): 0.0444
Spin multiplicity: 6
Charge: 0
Expectation value of S²: 8.754
Electronic energy (hartree): -1723.820961

=====

Entry 2:
The following is a DFT calculation (ωB97M-V/def2-TZVPD) of a molecular structure, C10H30ClFeIOP3.

XYZ file:
```
47
Properties=species:S:1:pos:R:3:forces:R:3:lowdin_charge:R:1
C 4.671613 2.832909 -3.433668 0.22 0.24 -0.43 -0.50
I 3.366736 2.011905 -1.919031 0.15 0.14 0.06 0.68
H 4.426111 2.334441 -4.368749 -0.03 0.02 0.17 0.00
H 5.715810 2.648724 -3.161417 -0.46 -0.12 0.20 0.02
H 4.490247 3.909385 -3.510621 -0.14 -0.38 0.21 0.01
Fe 0.293725 0.088659 -0.596369 -2.38 -0.45 -0.17 0.52
P 1.889368 -1.680065 -0.287061 0.78 -0.16 0.28 0.67
C 3.169377 -1.536447 0.991450 -0.19 0.00 -0.09 -0.24
C 0.951491 -3.192632 0.108206 -0.10 0.18 -0.06 -0.24
H 1.647470 -4.042821 0.099107 -0.24 0.16 0.05 0.08
H 3.331353 -2.920788 -1.746669 -0.08 0.34 -0.16 0.08
H 0.170856 -3.331996 -0.650298 0.20 -0.09 0.20 0.04
H 1.979625 -2.110306 -2.636611 0.32 -0.06 0.10 0.03
H 2.673054 -1.397450 1.963124 0.33 -0.05 -0.22 0.05
H 0.488175 -3.095222 1.101243 0.21 -0.13 -0.27 0.03
C 2.742715 -1.997473 -1.856452 -0.16 0.05 0.09 -0.26
H 3.781285 -2.452331 0.996932 -0.12 0.39 0.08 0.08
H 3.373887 -1.125922 -2.087805 -0.10 -0.43 0.02 0.00
H 3.776501 -0.652805 0.753075 0.00 -0.30 0.20 0.05
P -1.247854 1.974795 -0.905163 -0.27 0.35 0.10 0.75
C -1.076454 3.409420 0.187594 0.29 -0.23 -0.16 -0.21
C -1.147398 2.529288 -2.623781 0.08 -0.01 0.33 -0.24
H -3.065420 0.449251 -1.271236 -0.17 0.32 0.09 0.04
H -3.639297 2.132917 -0.946894 0.00 -0.12 -0.07 0.07
H -3.084820 1.074683 0.405699 -0.01 0.33 -0.52 0.03
C -2.942235 1.345975 -0.647988 0.29 -0.32 -0.06 -0.22
H -1.250180 1.646689 -3.266903 -0.04 0.37 0.02 0.03
H -1.965141 3.248409 -2.777387 0.34 -0.13 -0.23 0.07
H -1.861915 4.135275 -0.076051 0.31 -0.16 0.18 0.08
H -0.075568 3.832460 0.021028 -0.36 0.11 0.16 0.06
H -0.157068 2.986443 -2.766336 -0.39 -0.01 -0.16 0.05
H -1.175604 3.069923 1.227527 -0.01 0.21 -0.31 0.06
Cl -0.619285 -1.008255 -2.366416 0.34 0.64 1.08 0.12
C -3.221516 -0.405087 3.172543 -2.22 0.23 1.46 -0.20
P -1.800422 -0.817584 2.126914 -1.56 2.29 1.73 0.63
C -0.619426 -0.920831 3.476767 1.13 -0.47 -1.10 -0.15
C -2.602731 -2.125479 1.208108 0.80 -1.00 -0.27 -0.14
O -1.182661 0.299602 1.267988 1.00 -0.89 -1.49 -0.53
H -4.280517 -0.478252 2.779023 1.36 0.29 -0.31 0.08
H -3.250471 0.466213 3.882449 0.66 -0.45 -1.03 0.09
H -3.247671 -1.257834 3.898934 0.27 0.32 -0.55 0.08
H -0.992563 -1.423297 4.329534 -0.20 -0.79 0.77 0.05
H 0.312910 -1.358770 3.098775 -0.03 0.00 0.43 0.04
H -0.413696 0.120342 3.764770 -0.21 -0.22 -0.34 0.09
H -2.902832 -1.791729 0.209829 0.43 0.14 0.07 0.07
H -1.907080 -2.964356 1.145395 -0.27 -0.22 -0.39 0.05
H -3.522486 -2.459977 1.686892 0.26 0.04 0.30 0.07
```
Forces are in eV/Å.

Energy above the lowest of the compared OMol25 structures with the same formula, charge and spin (eV): 0.000
F_max (Eh/bohr): 0.0635
Spin multiplicity: 6
Charge: +2
Expectation value of S²: 8.766
Electronic energy (hartree): -3519.393464

=====

Entry 3:
The following is a DFT calculation (ωB97M-V/def2-TZVPD) of a single C3H2N2OS molecule.

XYZ file:
```
9
Properties=species:S:1:pos:R:3:forces:R:3:lowdin_charge:R:1
O 4.451742 -0.244900 -0.249564 -0.26 0.27 -0.13 0.18
C 3.432594 -0.798617 -0.151951 1.02 -0.27 0.31 -0.34
N 2.560668 -1.630977 -0.015724 -0.72 -0.37 -0.41 0.08
N 1.225709 -1.628232 0.310774 -0.62 2.77 0.53 0.05
C 0.668417 -0.424917 0.300290 3.41 -2.00 -1.97 -0.18
C 1.289027 0.764025 -0.395946 -1.45 1.20 2.73 -0.62
S 1.203264 2.286854 0.266729 0.26 -2.04 -1.16 0.70
H -0.320257 -0.413835 0.575753 -2.19 0.26 0.84 0.07
H 1.677074 0.517214 -1.358114 0.55 0.18 -0.74 0.05
```
Forces are in eV/Å.

Energy above the lowest of the compared OMol25 structures with the same formula, charge and spin (eV): 2.369
F_max (Eh/bohr): 0.0859
Charge: 0
Electronic energy (hartree): -698.354119